[1]
Formula: C5H8S
Source: the OMol25 dataset
Level of theory: ωB97M-V/def2-TZVPD

Results
HOMO energy ... -7.7 eV
Kohn-Sham gap ... 8.233 eV
Calculated total energy ... -16143.5082 eV
Net charge ... 0
LUMO energy ... 0.56 eV
F_max ... 3.89 eV/A

```
14
Properties=species:S:1:pos:R:3:nbo_charge:R:1
C -1.49271 1.07142 -0.37317 -0.286
C -2.28233 0.23128 -0.12083 0.034
C 3.31680 -0.03966 0.01488 -0.412
C 2.32050 0.54285 0.89190 -0.639
C -3.36864 -0.70232 0.10547 -0.673
S 1.51136 -0.38520 -0.44437 0.343
H -0.65838 1.69124 -0.42574 0.230
H 1.29903 0.73469 -1.40671 0.135
H 3.78883 0.69315 -0.67914 0.203
H 3.90156 -0.97693 0.14168 0.202
H 2.28222 -0.04458 1.73256 0.169
H -3.26877 -0.88024 1.09802 0.233
H -4.28808 -0.38513 -0.12326 0.230
H -3.06139 -1.55058 -0.41128 0.232
```

[2]
Formula: C5H8S
Source: the OMol25 dataset
Level of theory: ωB97M-V/def2-TZVPD

Results
HOMO energy ... -8.1 eV
Kohn-Sham gap ... 8.499 eV
Calculated total energy ... -16144.2498 eV
Net charge ... 0
LUMO energy ... 0.41 eV
F_max ... 3.41 eV/A

```
14
Properties=species:S:1:pos:R:3:nbo_charge:R:1
C 0.65142 0.18380 -1.14227 -0.370
C -1.23119 -0.16796 0.65115 -0.417
C 1.62445 -0.21713 -0.11725 -0.439
C 0.76737 -1.28686 -0.75279 -0.426
C -1.98397 0.40079 1.58090 -0.523
S -0.99194 0.94222 -0.83274 0.480
H 0.98506 0.68054 -2.11764 0.235
H 2.78828 -0.25482 -0.21013 0.235
H 1.39573 0.00205 0.92759 0.235
H -0.08448 -1.59516 -0.17341 0.282
H 1.15893 -1.98080 -1.40879 0.213
H -2.27529 -0.38156 2.44686 0.207
H -2.37966 1.40155 1.64380 0.184
H -0.42471 2.27334 -0.49528 0.105
```

[3]
Formula: C5H9B
Source: the OMol25 dataset
Level of theory: ωB97M-V/def2-TZVPD

Results
HOMO energy ... -9.0 eV
Kohn-Sham gap ... 9.425 eV
Calculated total energy ... -6004.7056 eV
SMILES ... C1CB2C[C@H]2C1
Net charge ... 0
LUMO energy ... 0.44 eV
F_max ... 3.64 eV/A

```
15
Properties=species:S:1:pos:R:3:nbo_charge:R:1
C -1.22980 -0.07153 -0.21616 -0.401
C -0.68445 -1.40804 0.34329 -0.735
B 0.83439 -1.02001 0.39397 0.763
C 1.86140 -0.32735 -0.50603 -0.730
C 1.23584 0.40076 0.69660 -0.511
C -0.37631 1.11016 0.25780 -0.356
H -1.20245 -0.11215 -1.30631 0.203
H -2.26673 0.06965 0.09446 0.213
H -0.97883 -2.23737 -0.29543 0.224
H -1.10897 -1.59410 1.33110 0.224
H 2.92744 -0.45782 -0.37784 0.244
H 1.62643 -0.01697 -1.51826 0.213
H 1.79548 1.05310 1.34091 0.244
H -0.18838 1.84590 -0.51602 0.202
H -0.74948 1.56969 1.16237 0.203
```

[4]
Formula: C5H9BGaNO4
Source: the OMol25 dataset
Level of theory: ωB97M-V/def2-TZVPD

Results
HOMO energy ... 0.6 eV
Kohn-Sham gap ... 4.800 eV
Calculated total energy ... -68063.3781 eV
Net charge ... -2
LUMO energy ... 5.43 eV
F_max ... 4.80 eV/A

```
21
Properties=species:S:1:pos:R:3:nbo_charge:R:1
O 0.23132 0.96595 0.93150 -0.866
C 0.00348 1.80384 -0.01969 0.505
O -1.11554 1.78645 -0.83069 -0.899
Ga 1.49531 3.24616 -0.36733 0.207
B 2.61341 2.45205 -1.98079 0.744
O 2.03635 2.27737 -3.30249 -0.987
O 3.97778 2.05007 -1.70485 -0.982
H 2.36008 3.33823 0.99260 -0.344
H 0.82191 4.65895 -0.71474 -0.314
H 1.74997 1.34034 -3.33364 0.482
H 3.97767 1.82874 -0.74556 0.497
N -1.04047 -1.74647 1.00106 -0.494
C -0.92342 -2.83698 1.81681 -0.089
C -2.05778 -3.60222 1.67170 -0.354
C -2.88512 -2.94674 0.72692 -0.348
C -2.22600 -1.80482 0.33024 -0.056
H -0.35135 -1.00425 0.90590 0.480
H -0.04655 -2.97537 2.43092 0.193
H -2.26646 -4.52936 2.18723 0.189
H -3.85377 -3.27214 0.37505 0.192
H -2.50082 -1.02981 -0.37015 0.242
```

[5]
Formula: C5H9BNO3
Source: the OMol25 dataset
Level of theory: ωB97M-V/def2-TZVPD

Results
HOMO energy ... -12.8 eV
Kohn-Sham gap ... 7.670 eV
Calculated total energy ... -13633.7824 eV
SMILES ... [NH2+]=C/C=C\C=C(\O)B(O)O
Net charge ... +1
LUMO energy ... -5.08 eV
F_max ... 5.02 eV/A

```
19
Properties=species:S:1:pos:R:3:nbo_charge:R:1
N -0.50303 -1.77830 0.69055 -0.691
C -0.31427 -0.90127 1.62533 0.228
C 0.66828 0.10859 1.81447 -0.410
C 1.55184 0.41186 0.82329 0.017
C 1.61364 0.09074 -0.53977 -0.413
C 0.38873 0.08328 -1.23193 0.173
O 0.39920 -0.17231 -2.49486 -0.584
B -0.92378 0.80789 -0.72167 1.081
O -2.06648 0.08334 -0.64111 -0.894
O -0.91194 2.19945 -0.61461 -0.886
H -1.42469 -2.22572 0.57093 0.434
H 0.02638 -1.97871 -0.20118 0.428
H -1.03045 -1.14111 2.43857 0.234
H 0.71361 0.56587 2.75541 0.263
H 2.60427 0.91342 1.03156 0.247
H 2.54441 -0.09137 -1.12204 0.247
H 1.24360 -0.22127 -2.82545 0.494
H -2.90475 0.49313 -0.64705 0.514
H -1.67458 2.75249 -0.71044 0.519
```

[6]
Formula: C5H9BO3S
Source: the OMol25 dataset
Level of theory: ωB97M-V/def2-TZVPD

Results
HOMO energy ... -8.6 eV
Kohn-Sham gap ... 9.104 eV
Calculated total energy ... -22984.4805 eV
SMILES ... CO[C@@]1(O)CSC=CB1O
Net charge ... 0
LUMO energy ... 0.51 eV
F_max ... 4.21 eV/A

```
19
Properties=species:S:1:pos:R:3:nbo_charge:R:1
C 0.11066 -1.14751 2.46947 -0.248
O -0.23690 -0.05786 1.73085 -0.548
C -0.42863 -0.19259 0.33920 0.230
O -1.02753 -1.40578 -0.03692 -0.701
C -1.13789 1.00531 -0.01155 -0.534
S -1.69509 1.12461 -1.77253 0.290
C -0.17385 0.92047 -2.55929 -0.279
C 1.01531 0.60361 -1.93990 -0.637
B 1.03076 0.02017 -0.50167 0.886
O 2.21578 -0.11325 0.12148 -0.850
H -0.60118 -1.33948 3.25084 0.169
H 1.10103 -1.09338 2.88666 0.174
H 0.07440 -2.03568 1.80547 0.186
H -2.03764 -1.34418 0.20964 0.465
H -2.07901 1.19506 0.41398 0.226
H -0.70715 1.96326 0.16317 0.252
H -0.29963 1.35601 -3.57971 0.223
H 1.95188 0.58781 -2.40952 0.208
H 2.92467 -0.04660 -0.57968 0.489
```

[7]
Formula: C5H9BaO3
Source: the OMol25 dataset
Level of theory: ωB97M-V/def2-TZVPD

Results
HOMO energy (spin up / spin down) ... -5.5 / -8.4 eV
Kohn-Sham gap (spin up / spin down) ... 5.511 / 8.385 eV
Calculated total energy ... -12162.9113 eV
Net charge ... 0
LUMO energy (spin up / spin down) ... 0.04 / -0.01 eV
F_max ... 6.17 eV/A
Spin multiplicity ... 2

```
18
Properties=species:S:1:pos:R:3:lowdin_spin:R:1
O 1.36344 1.67456 0.05382 0.221
C 0.59569 2.59695 0.62513 0.489
C -0.66836 2.28675 1.26170 0.091
H 0.75923 3.63291 0.28815 0.036
H -0.52785 1.92580 2.29258 0.027
H -1.37933 3.08295 1.00649 0.002
O 0.28272 -2.13102 -0.85489 0.002
C -0.85282 -2.54085 -0.16553 0.001
C -1.86140 -1.40330 -0.01977 0.004
O -1.12218 -0.25412 0.41716 0.006
C -1.84898 0.93380 0.59471 0.091
Ba 1.14610 -0.32781 -0.63090 0.021
H -0.60019 -2.90691 0.85152 0.000
H -1.37566 -3.37034 -0.68017 0.000
H -2.64731 -1.63352 0.71490 0.000
H -2.32800 -1.16320 -0.98973 0.001
H -2.14401 1.36889 -0.36959 0.003
H -2.66492 0.78552 1.31332 0.004
```

[8]
Formula: C5H9Br3O2
Source: the OMol25 dataset
Level of theory: ωB97M-V/def2-TZVPD

Results
HOMO energy (spin up / spin down) ... -9.1 / -7.5 eV
Kohn-Sham gap (spin up / spin down) ... 9.346 / 5.838 eV
Calculated total energy ... -219547.4198 eV
Net charge ... 0
LUMO energy (spin up / spin down) ... 0.21 / -1.68 eV
F_max ... 4.52 eV/A

```
19
Properties=species:S:1:pos:R:3:nbo_charge:R:1
C -1.18098 0.91431 -1.12031 -0.632
C -2.45032 -0.85843 0.10793 -0.659
C 3.05415 0.19639 0.01971 -0.392
C -1.23142 -0.14632 -0.17977 0.158
C 0.01561 -0.75409 0.26200 0.607
O -0.51837 0.21505 1.09298 -0.514
O 0.48662 -1.91568 0.44999 -0.656
Br 3.63577 -0.05648 -1.90090 0.008
Br 3.42248 -1.42195 1.05414 0.013
Br 1.15580 3.15711 0.99404 -0.303
H -0.16105 1.34378 -0.95517 0.247
H -1.15904 0.50892 -2.17242 0.235
H -1.96168 1.54903 -0.94707 0.221
H -3.31004 -0.39366 0.68800 0.243
H -2.15064 -1.68580 0.73370 0.228
H -2.99574 -1.37605 -0.75236 0.239
H 3.65417 0.95257 0.52215 0.181
H 0.37294 1.80493 1.20511 0.266
H 1.32175 -2.03363 0.89824 0.510
```